ORCA calculation (ωB97M-V with the def2-TZVPD basis set) on a molecular structure, C5H4O.

The total energy is -268.074075 Ha. For the energy relative to the best compared isomer or geometry (same formula, charge and spin), the calculation gives 1.041 eV. The spin multiplicity is 1. The value obtained for the HOMO-LUMO gap is 0.3198 Ha. For the maximum force, the calculation gives 4.0 eV/Å. As for the total charge: 0. The calculation puts the HOMO energy at -9.3 eV.

Last column: Löwdin charge in e.
Cartesian coordinates (Å):
C1 0.5536 -0.5437 -0.8268  -0.062
C2 0.9698 -0.5251 0.5769  -0.163
C3 -0.5727 0.1383 -1.0998  -0.064
C4 0.1646 0.1784 1.3488  0.077
C5 -1.1372 0.7800 0.0588  -0.278
O1 -2.0569 1.4799 0.3157  0.117
H1 1.1404 -1.0655 -1.5634  0.107
H2 1.8388 -1.0920 0.8756  0.093
H3 -1.0300 0.2171 -2.0694  0.109
H4 0.1295 0.4327 2.3836  0.064